# C5H9N5

A molecular structure, C5H9N5 at a distorted geometry (ωB97M-V/def2-TZVPD, the Open Molecules 2025 dataset).

Structure (XYZ):
```
19
Properties=species:S:1:pos:R:3:forces:R:3
C 1.872723 -1.442416 1.029972 2.4 -0.9 4.0
C -1.386256 -0.244616 0.556868 -1.1 -2.4 1.0
C 0.956730 -0.983372 -0.641353 0.0 0.0 -0.7
C -1.782142 0.818363 1.518417 -4.1 2.0 -1.6
C 0.735666 1.214049 -1.969014 -0.3 1.1 -3.9
N 2.245279 -0.844859 -0.012108 1.2 0.1 -0.7
N -0.545453 -1.113044 1.311111 1.4 -0.8 0.6
N -0.900465 0.381455 -0.593596 -0.6 1.8 -0.9
N 0.475669 -1.420999 0.722038 -1.5 0.3 -1.2
N 0.211527 0.272674 -1.057511 1.0 -2.3 1.4
H 2.386278 -1.757980 2.050524 -1.1 0.6 -2.4
H -2.273816 -0.800801 0.356724 -1.0 -0.5 -0.7
H 0.946058 -1.817746 -1.404702 -0.4 1.2 0.5
H -0.990601 1.188492 2.043223 2.4 1.1 1.3
H -2.614934 0.565599 2.296279 1.3 0.3 -1.9
H -2.054433 1.586682 0.650461 -0.3 -0.7 2.8
H 1.203418 0.671651 -2.823806 -0.7 0.0 0.3
H 1.585211 1.800221 -1.681594 0.4 0.2 1.4
H -0.070459 1.926646 -2.351935 0.9 -1.2 0.7
```
Forces are in eV/Å.

Values from the calculation:
LUMO energy: -0.412 Ha
E: -12755.8991 eV
Total charge: +2
Gap between HOMO and LUMO: 9.6 eV
Energy relative to the best compared isomer or geometry (same formula, charge and spin): 696.8 kJ/mol
Multiplicity: 1

Electronic structure analysis, natural (NBO) charges in units of e:
1 C 0.28
2 C -0.07
3 C 0.15
4 C -0.59
5 C -0.50
6 N -0.25
7 N 0.15
8 N 0.08
9 N -0.02
10 N 0.07
11 H 0.33
12 H 0.33
13 H 0.31
14 H 0.24
15 H 0.31
16 H 0.28
17 H 0.29
18 H 0.31
19 H 0.31

# C5H9N5

A molecular structure, C5H9N5 at a distorted geometry (ωB97M-V/def2-TZVPD, the Open Molecules 2025 dataset).

Structure (XYZ):
```
19
Properties=species:S:1:pos:R:3:forces:R:3
C 2.592160 -1.644282 0.192171 -2.6 2.2 -1.2
C -0.855912 -0.852618 -0.517182 -1.6 -0.3 3.8
C 1.856861 0.014205 -0.632752 -0.1 0.9 0.7
C -2.188796 -1.188959 0.348290 -1.1 0.4 -1.2
C 0.908733 2.113828 0.471165 -1.6 5.5 1.8
N 2.922221 -0.407842 0.265439 -0.2 -0.2 0.3
N 0.100279 -1.851589 -0.446637 3.0 0.3 -0.6
N -0.448119 0.447145 -0.161234 -2.5 1.3 -0.1
N 1.363551 -1.430950 -0.590719 1.0 -0.8 0.3
N 0.648641 0.913669 -0.083295 2.5 -5.0 -3.0
H 2.905353 -2.588525 0.453770 1.2 -1.9 1.0
H -1.257676 -0.998379 -1.450119 -1.1 0.7 -2.9
H 2.331982 0.503058 -1.508766 -1.0 -0.5 -0.1
H -2.225763 -0.797811 1.429085 0.6 -0.9 -1.7
H -2.209222 -2.298960 0.149358 -0.7 1.1 1.0
H -3.055275 -0.661694 -0.250252 1.7 -1.2 1.3
H 1.396491 1.844569 1.371587 0.8 0.2 1.4
H -0.115159 2.613606 0.748659 2.0 -0.9 -0.6
H 1.546994 2.863309 -0.055324 -0.3 -1.0 -0.2
```
Forces are in eV/Å.

Values from the calculation:
LUMO energy (spin up / spin down): -0.379 / -0.512 Ha
E: -12753.1693 eV
Total charge: +2
Gap between HOMO and LUMO (spin up / spin down): 8.7 / 6.2 eV
Energy relative to the best compared isomer or geometry (same formula, charge and spin): 625.1 kJ/mol
Multiplicity: 3
Expectation value of S²: 2.018

Electronic structure analysis, natural (NBO) charges in units of e:
1 C 0.34
2 C -0.08
3 C 0.20
4 C -0.57
5 C -0.49
6 N -0.24
7 N 0.17
8 N 0.07
9 N -0.15
10 N 0.09
11 H 0.28
12 H 0.33
13 H 0.31
14 H 0.29
15 H 0.26
16 H 0.28
17 H 0.29
18 H 0.31
19 H 0.32

# C5H9N5O

2 unconnected molecules or ions with the total composition C5H9N5O at a distorted geometry (ωB97M-V/def2-TZVPD, the Open Molecules 2025 dataset).

Structure (XYZ):
```
20
Properties=species:S:1:pos:R:3:forces:R:3
C -2.407153 -0.682299 -0.481517 2.1 -2.0 0.4
C 1.404962 -0.992763 0.542059 1.4 -4.2 1.8
C 1.633380 -0.877273 -0.908097 3.0 -0.3 -0.2
C 1.879891 0.312653 0.061384 1.6 -0.6 -1.6
C 0.884808 1.402940 -0.041219 -1.1 -0.2 0.2
N -3.238460 -1.132479 0.464807 -1.5 -0.1 0.6
N -2.894711 0.524675 -0.721879 2.1 0.8 -1.4
N -4.236902 -0.167029 0.703708 -0.4 -1.8 0.7
N -3.989922 0.776238 -0.042681 -1.6 2.6 0.8
N 3.227246 0.850868 0.203489 -1.8 2.3 -0.5
O 1.144064 2.452300 0.471238 -0.3 1.2 0.0
H 0.389665 -1.046414 0.838665 -0.9 0.0 0.2
H 1.987363 -1.939591 1.065552 -0.9 3.2 -0.9
H 2.517552 -1.403999 -1.468278 -1.7 1.3 1.5
H 0.757677 -0.827352 -1.430624 -2.0 0.2 -1.7
H -0.137280 1.273958 -0.567515 1.4 -0.4 0.6
H 3.735036 0.399530 0.895157 1.0 -1.3 1.5
H -2.339523 1.297793 -1.171113 -1.4 -1.3 0.4
H 3.068551 1.826011 0.588004 0.4 -1.4 -0.7
H -3.386241 -2.047761 0.998867 0.8 2.0 -1.5
```
Forces are in eV/Å.

Values from the calculation:
LUMO energy: 0.027 Ha
E: -14823.9649 eV
Gap between HOMO and LUMO: 9.8 eV
Energy relative to the best compared isomer or geometry (same formula, charge and spin): 486.1 kJ/mol
Multiplicity: 1

Electronic structure analysis, natural (NBO) charges in units of e:
1 C 0.09
2 C -0.42
3 C -0.41
4 C -0.02
5 C 0.45
6 N -0.46
7 N -0.43
8 N -0.05
9 N -0.03
10 N -0.81
11 O -0.53
12 H 0.22
13 H 0.23
14 H 0.23
15 H 0.21
16 H 0.11
17 H 0.36
18 H 0.43
19 H 0.39
20 H 0.44

# C5H9N6O

A gas-phase ion, C5H9N6O (charge +1) at a distorted geometry (ωB97M-V/def2-TZVPD, the Open Molecules 2025 dataset).

Structure (XYZ):
```
21
Properties=species:S:1:pos:R:3:forces:R:3
N -0.299328 0.912773 -1.719874 -5.2 2.5 1.9
C -0.297423 -0.110907 -0.777762 0.9 -0.8 3.2
N -1.452943 -1.011112 -0.445710 1.5 1.4 -1.0
C -2.004577 -0.659250 0.741434 -2.4 -1.3 0.7
N -1.447984 0.220937 1.466633 1.6 1.0 0.5
C -0.123661 0.505992 0.916087 -0.3 -1.0 -2.4
N 0.137436 2.001971 0.707306 -0.6 1.1 1.6
N 0.943310 -0.038609 1.711712 -2.2 3.6 0.9
C 1.651380 -0.928519 1.250166 -1.2 -1.5 -1.9
N 1.522210 -1.560355 0.060525 -1.6 1.4 -1.7
C 0.910372 -0.964227 -1.095373 1.4 -1.4 1.2
O 1.362365 -1.144114 -2.194423 -0.5 0.2 0.3
H 0.252185 0.746320 -2.500851 0.6 -0.3 -2.1
H -1.307741 1.401376 -1.811129 3.3 -1.5 -0.4
H -1.912817 -1.489450 -1.193604 -0.4 -0.3 0.0
H -2.973089 -1.191188 1.131725 1.9 1.1 -1.1
H -0.794894 2.483112 1.039507 2.4 -0.7 -0.7
H 1.002391 2.341453 1.269906 -2.0 -0.8 -0.8
H 0.333008 2.200406 -0.323491 -0.6 -0.5 0.9
H 2.334089 -1.431164 1.803001 2.4 -0.9 2.2
H 2.165713 -2.285444 -0.035786 1.1 -1.3 -1.0
```
Forces are in eV/Å.

Values from the calculation:
LUMO energy: -0.123 Ha
E: -16311.4932 eV
Total charge: +1
Gap between HOMO and LUMO: 10.1 eV
Energy relative to the best compared isomer or geometry (same formula, charge and spin): 40.8 kJ/mol
SMILES string: N[C@]12NC=N[C@@]1([NH3+])N=CNC2=O
Multiplicity: 1

Electronic structure analysis, natural (NBO) charges in units of e:
1 N -0.87
2 C 0.14
3 N -0.62
4 C 0.32
5 N -0.53
6 C 0.39
7 N -0.76
8 N -0.50
9 C 0.34
10 N -0.63
11 C 0.67
12 O -0.50
13 H 0.43
14 H 0.42
15 H 0.43
16 H 0.24
17 H 0.47
18 H 0.47
19 H 0.47
20 H 0.20
21 H 0.42

# C5H9NO

A single C5H9NO molecule (ωB97M-V/def2-TZVPD, the Open Molecules 2025 dataset).

Structure (XYZ):
```
16
Properties=species:S:1:pos:R:3:forces:R:3
C -1.872310 -0.566904 -0.065513 0.1 0.0 0.0
C -1.448459 0.647220 0.722939 -0.2 0.0 -0.1
N -0.439354 0.574221 1.755633 0.1 -0.2 0.1
C -0.128150 1.341067 0.537635 0.2 0.3 -0.2
C 0.846287 0.930445 -0.501729 -0.1 -0.3 0.4
C 2.331501 -0.767644 -1.057672 0.2 -0.1 -0.1
O 1.283182 -0.275371 -0.212204 -0.1 0.5 -0.1
H -2.383254 -0.272005 -0.987959 0.1 0.0 0.1
H -2.570488 -1.165953 0.529953 0.1 0.1 -0.1
H -1.017803 -1.197042 -0.327980 -0.1 0.1 0.0
H -2.271305 1.313722 0.981964 0.1 -0.1 -0.1
H 0.045916 -0.320935 1.695281 -0.1 0.1 0.0
H -0.136431 2.420392 0.676026 0.0 -0.2 0.0
H 2.504698 -0.041667 -1.854012 0.0 -0.1 0.1
H 2.034290 -1.739334 -1.457946 0.0 0.1 0.1
H 3.221673 -0.880205 -0.434415 -0.1 0.0 -0.1
```
Forces are in eV/Å.

Values from the calculation:
LUMO energy: 0.032 Ha
E: -8864.7706 eV
Gap between HOMO and LUMO: 9.4 eV
Energy relative to the best compared isomer or geometry (same formula, charge and spin): 428.6 kJ/mol
Multiplicity: 1

Electronic structure analysis, natural (NBO) charges in units of e:
1 C -0.64
2 C -0.02
3 N -0.57
4 C -0.26
5 C 0.24
6 C -0.25
7 O -0.51
8 H 0.22
9 H 0.22
10 H 0.22
11 H 0.20
12 H 0.35
13 H 0.22
14 H 0.21
15 H 0.19
16 H 0.19

# C5H9NO

A single C5H9NO molecule (ωB97M-V/def2-TZVPD, the Open Molecules 2025 dataset).

Structure (XYZ):
```
16
Properties=species:S:1:pos:R:3:forces:R:3
C -1.331906 -1.171223 0.059291 0.1 0.0 0.1
C -0.166072 -0.203694 -0.085195 -0.1 -0.2 -0.1
C 0.165664 0.031214 -1.562566 0.1 0.0 0.0
N -0.402894 1.107999 0.598721 -0.2 0.1 0.0
C 1.035720 1.237613 0.950676 0.2 0.1 0.1
C 1.153531 -0.285699 0.752208 0.1 -0.2 0.2
O 1.829112 -1.141953 1.252673 -0.5 0.4 -0.4
H -1.090975 -2.167197 -0.325110 0.0 0.2 0.1
H -2.179644 -0.780348 -0.520490 0.2 -0.1 0.1
H -1.658604 -1.265731 1.100884 0.1 0.0 -0.1
H 0.311560 -0.921607 -2.082311 0.0 0.1 0.1
H 1.076802 0.625440 -1.689032 -0.1 -0.1 0.0
H -0.656205 0.574607 -2.041024 0.1 -0.1 0.1
H -0.898382 0.883082 1.463111 0.0 0.2 -0.2
H 1.561430 1.825971 0.188999 0.0 -0.2 0.2
H 1.250862 1.651526 1.939164 0.0 -0.2 -0.1
```
Forces are in eV/Å.

Values from the calculation:
LUMO energy: 0.035 Ha
E: -8867.4688 eV
Gap between HOMO and LUMO: 10.5 eV
Energy relative to the best compared isomer or geometry (same formula, charge and spin): 168.2 kJ/mol
SMILES string: CC1(C)NCC1=O
Multiplicity: 1

Electronic structure analysis, natural (NBO) charges in units of e:
1 C -0.62
2 C 0.00
3 C -0.61
4 N -0.59
5 C -0.35
6 C 0.59
7 O -0.51
8 H 0.23
9 H 0.22
10 H 0.21
11 H 0.22
12 H 0.21
13 H 0.22
14 H 0.35
15 H 0.21
16 H 0.22